DFT (ωB97M-V/def2-TZVPD) results for a cluster of 2 separate species, C8H16N3 in total in a non-equilibrium geometry.

Last column: natural (NBO) charge in e.
Cartesian coordinates (Å):
C  3.46  -1.24  -0.09  -0.072
C  2.11  -1.50  0.03  -0.092
C  2.29  0.63  0.16  0.169
C  -2.16  -1.74  0.03  -0.737
C  4.77  0.96  -0.14  -0.418
C  -1.81  1.86  0.57  -0.440
C  -3.68  0.72  -0.14  -0.439
C  -1.59  -0.45  0.22  0.278
N  3.57  0.13  0.02  -0.326
N  1.42  -0.34  0.18  -0.532
N  -2.32  0.63  0.24  -0.268
H  4.32  -1.84  0.00  0.230
H  1.69  -2.47  0.21  0.210
H  2.14  1.67  0.52  0.204
H  -2.62  -1.85  -0.98  0.284
H  -3.04  -1.80  0.68  0.257
H  -1.59  -2.73  0.26  0.289
H  5.56  0.83  0.63  0.223
H  5.28  0.79  -1.06  0.221
H  4.53  2.03  -0.20  0.224
H  -1.80  2.59  -0.32  0.239
H  -2.52  2.39  1.27  0.238
H  -0.77  1.80  1.12  0.251
H  -3.67  0.69  -1.31  0.238
H  -4.33  -0.06  0.26  0.246
H  -4.03  1.68  0.06  0.236
H  -0.55  -0.16  0.14  0.288

The energy relative to the best compared isomer or geometry (same formula, charge and spin) is 37.75 kcal per mole. The total energy is -13017.7903 eV. As for the total charge: +1.


DFT (ωB97M-V/def2-TZVPD) results for the molecule C4H6O2 in a non-equilibrium geometry.

Last column: natural (NBO) charge in e.
Cartesian coordinates (Å):
C  1.55  -0.07  0.01  0.247
C  -0.55  -1.10  0.18  0.148
C  -1.37  0.09  0.01  -0.598
C  -0.42  1.18  -0.24  0.114
H  2.09  -0.35  0.93  0.156
H  2.33  0.12  -0.78  0.158
H  -0.51  -1.58  1.18  0.143
H  -2.10  0.19  0.88  0.269
H  -2.05  -0.01  -0.85  0.274
H  -0.38  1.53  -1.21  0.139
O  0.61  -1.03  -0.47  -0.523
O  0.79  1.03  0.36  -0.526

The energy relative to the best compared isomer or geometry (same formula, charge and spin) is 132.79 kcal per mole. The total energy is -8334.7029 eV.


DFT (ωB97M-V/def2-TZVPD) results for a cluster of 16 separate species, C30H79FO21P2S in total in a non-equilibrium geometry.

Last column: Mulliken charge in e.
Cartesian coordinates (Å):
C  1.89  -7.16  -0.25  -0.484
C  2.27  -6.04  -0.84  -0.827
C  2.76  -4.61  -1.42  0.104
C  2.78  -3.59  -0.16  -0.143
C  3.28  -2.10  -0.45  -1.039
C  2.21  -1.08  -1.17  -0.344
C  1.94  -1.35  -2.71  0.237
F  0.74  -2.05  -3.11  -0.502
C  3.14  -2.06  -3.56  -0.038
C  3.07  -1.42  -5.08  -0.712
C  3.17  0.28  -1.20  -1.012
S  2.28  1.86  -1.49  1.437
O  3.13  2.97  -0.84  -0.764
O  2.24  2.23  -2.99  -0.617
O  0.82  1.85  -0.76  -0.649
C  0.08  0.60  -0.74  -1.806
C  -0.69  0.52  -2.13  0.065
C  -1.86  1.61  -2.40  -0.514
C  -1.28  3.11  -2.77  0.279
C  -2.48  4.08  -3.34  -0.723
O  -3.61  4.20  -2.42  -0.349
C  -3.42  5.32  -1.51  -0.455
P  -1.20  0.96  0.69  0.486
C  -1.62  2.85  0.72  -0.449
O  -2.69  0.14  0.42  -0.342
C  0.90  -0.74  -0.22  1.826
C  -0.19  -1.92  -0.17  -0.359
C  -0.61  -2.64  1.19  -0.261
C  -1.68  -3.81  0.69  -1.262
O  -1.36  -1.91  2.17  0.624
C  -1.31  -2.43  3.51  -0.743
C  -1.08  -1.14  4.50  0.466
C  -0.18  -1.16  5.79  -0.666
C  -0.03  0.22  6.59  -0.326
C  -0.72  1.57  6.16  -0.374
C  -1.67  1.58  4.88  -0.287
C  -1.80  0.21  4.09  0.221
P  1.37  -0.30  1.56  0.936
C  2.23  1.30  1.93  -0.979
C  2.11  -1.57  2.68  -0.761
H  1.64  -7.93  0.59  0.335
H  1.91  -4.24  -2.13  0.054
H  3.76  -4.67  -1.98  0.590
H  3.57  -4.05  0.58  0.466
H  1.78  -3.72  0.38  -0.382
H  4.25  -2.21  -1.09  0.497
H  3.72  -1.65  0.53  0.464
H  1.88  -0.31  -3.24  0.155
H  4.19  -1.77  -3.19  0.185
H  2.98  -3.18  -3.73  0.139
H  1.99  -1.06  -5.25  0.289
H  3.36  -2.18  -5.89  0.289
H  3.78  -0.49  -5.14  0.044
H  3.88  0.32  -0.28  0.311
H  3.89  0.14  -2.10  0.548
H  -1.12  -0.50  -2.45  0.409
H  0.09  0.79  -2.97  -0.118
H  -2.69  1.65  -1.62  -0.401
H  -2.37  1.27  -3.39  0.411
H  -0.82  3.61  -1.84  -0.021
H  -0.46  3.01  -3.57  0.281
H  -2.79  3.81  -4.42  0.286
H  -2.00  5.15  -3.39  0.318
H  -4.41  5.43  -0.91  0.235
H  -3.22  6.33  -2.04  0.195
H  -2.57  5.15  -0.75  0.232
H  -2.45  3.12  -0.04  -0.089
H  -0.69  3.50  0.60  0.343
H  -2.04  3.04  1.78  0.260
H  -2.80  -0.19  -0.50  0.249
H  -1.21  -1.69  -0.68  0.636
H  0.25  -2.80  -0.81  -0.033
H  0.19  -3.27  1.72  0.072
H  -2.09  -4.42  1.57  0.349
H  -2.59  -3.20  0.28  0.246
H  -1.27  -4.43  -0.18  0.264
H  -0.46  -3.16  3.76  0.314
H  -2.32  -2.93  3.79  0.277
H  0.35  -2.12  6.12  0.317
H  0.65  0.25  7.52  0.295
H  -0.60  2.57  6.72  0.313
H  -2.23  2.51  4.48  0.150
H  -2.46  0.21  3.16  -0.048
H  2.46  1.34  3.07  0.368
H  3.23  1.54  1.40  0.325
H  1.50  2.19  1.74  0.089
H  1.54  -1.56  3.70  0.159
H  3.20  -1.25  2.96  0.407
H  2.17  -2.66  2.36  0.200
O  -5.27  -2.89  0.95  -0.663
H  -5.48  -2.93  1.89  0.305
H  -4.83  -2.04  0.85  0.323
O  -6.75  -2.80  -1.86  -0.650
H  -6.37  -2.90  -0.97  0.336
H  -6.84  -3.71  -2.18  0.322
O  2.36  0.20  8.66  -0.638
H  2.71  -0.67  8.88  0.278
H  2.90  0.81  9.18  0.287
O  -5.61  1.22  1.51  -0.676
H  -4.78  0.78  1.28  0.311
H  -5.56  1.31  2.47  0.294
O  -2.99  7.83  -3.51  -0.661
H  -2.60  7.77  -4.39  0.283
H  -2.28  8.18  -2.96  0.375
O  -9.72  -2.83  -2.96  -0.651
H  -9.33  -2.88  -3.84  0.310
H  -9.01  -2.48  -2.40  0.345
O  4.42  1.84  -6.27  -0.614
H  4.20  1.80  -5.32  0.322
H  4.86  2.69  -6.37  0.286
O  -1.30  9.96  -3.14  -0.626
H  -0.70  10.29  -3.82  0.292
H  -1.12  10.52  -2.38  0.299
O  -2.17  4.14  6.14  -0.618
H  -2.24  4.67  5.33  0.300
H  -3.08  4.07  6.46  0.315
O  1.62  0.80  -7.07  -0.641
H  1.48  1.40  -6.33  0.305
H  2.52  0.99  -7.37  0.310
O  -5.03  1.42  -2.67  -0.655
H  -5.25  1.39  -1.73  0.314
H  -4.58  2.27  -2.78  0.391
O  4.29  -4.78  -5.08  -0.584
H  3.78  -4.91  -5.89  0.302
H  4.64  -5.66  -4.89  0.282
O  4.43  2.21  7.06  -0.615
H  4.56  1.95  6.14  0.302
H  3.88  1.50  7.43  0.347
O  5.46  -6.89  -0.89  -0.673
H  5.29  -7.59  -1.53  0.330
H  4.58  -6.63  -0.59  0.311
O  4.76  -1.11  8.07  -0.600
H  5.14  -1.16  7.19  0.299
H  5.47  -0.77  8.62  0.318

The total energy is -107501.7341 eV.


| no. | HOMO energy (eV) |
| --- | --- |
| 1 | -11.72 |
| 2 | -7.14 |
| 3 | -6.53 |